{
  "formula": "C56H104F18N10O14",
  "method": "ωB97M-V with the def2-TZVPD basis set",
  "symbols": ["C", "C", "C", "O", "C", "N", "H", "H", "H", "H", "H", "H", "H", "H", "H", "H", "H", "H", "C", "C", "C", "O", "C", "N", "H", "H", "H", "H", "H", "H", "H", "H", "H", "H", "H", "H", "C", "C", "N", "C", "C", "N", "C", "C", "H", "H", "H", "H", "H", "H", "H", "H", "H", "H", "H", "C", "C", "N", "C", "C", "N", "C", "C", "H", "H", "H", "H", "H", "H", "H", "H", "H", "H", "H", "C", "C", "N", "C", "C", "N", "C", "C", "H", "H", "H", "H", "H", "H", "H", "H", "H", "H", "H", "C", "C", "N", "C", "C", "N", "C", "C", "H", "H", "H", "H", "H", "H", "H", "H", "H", "H", "H", "C", "O", "O", "C", "F", "F", "F", "C", "C", "H", "H", "H", "H", "H", "H", "C", "O", "O", "C", "F", "F", "F", "C", "C", "H", "H", "H", "H", "H", "H", "C", "O", "O", "C", "F", "F", "F", "C", "C", "H", "H", "H", "H", "H", "H", "C", "O", "O", "C", "F", "F", "F", "C", "C", "H", "H", "H", "H", "H", "H", "C", "O", "O", "C", "F", "F", "F", "C", "C", "H", "H", "H", "H", "H", "H", "C", "O", "O", "C", "F", "F", "F", "C", "C", "H", "H", "H", "H", "H", "H"],
  "xyz": [[-0.89277, 0.93431, 2.48952], [-1.24529, 1.35987, 1.07417], [-0.08855, 1.19604, 0.12746], [-0.00721, -0.18038, -0.20486], [0.97457, -0.40888, -1.24743], [-2.56169, 0.71163, 0.54486], [-3.24596, 0.71601, 1.33515], [-2.97755, 1.24788, -0.28210], [-2.38617, -0.25381, 0.16331], [-1.68163, 1.31390, 3.19528], [0.00375, 1.44096, 2.82815], [-0.67065, -0.14125, 2.47617], [-1.56000, 2.39020, 1.10440], [0.80575, 1.61493, 0.56195], [-0.25169, 1.69106, -0.86817], [2.04455, -0.35921, -0.94062], [0.80626, 0.37556, -1.97942], [0.88817, -1.43030, -1.65366], [-7.93326, 2.90789, -2.24380], [-7.37831, 2.45525, -0.89503], [-6.83167, 1.01479, -0.99386], [-6.95940, 0.32635, 0.23145], [-6.35004, -0.93848, 0.08394], [-6.23840, 3.26275, -0.36942], [-5.55256, 3.19890, -1.08198], [-6.55642, 4.20679, -0.35403], [-5.13001, 2.58684, 1.38107], [-8.70690, 2.18278, -2.50167], [-7.24460, 2.79993, -3.07550], [-8.43118, 3.85558, -2.15431], [-8.04296, 2.45526, -0.03809], [-5.80070, 1.11367, -1.33234], [-7.32411, 0.40053, -1.81945], [-6.59224, -1.36897, -0.91045], [-6.73474, -1.62516, 0.84553], [-5.25722, -0.84648, 0.15127], [2.77595, -1.06935, 2.16795], [3.53520, -2.29318, 2.71045], [4.79258, -2.03204, 3.39737], [6.01886, -2.52448, 2.95198], [6.91952, -2.02305, 3.85775], [6.19920, -1.34913, 4.80728], [4.91902, -1.41033, 4.52125], [6.68168, -0.87335, 6.05392], [3.08391, -0.76446, 1.15729], [2.78276, -0.22371, 2.83695], [1.67570, -1.24820, 2.16493], [3.80794, -3.02124, 1.94261], [2.95080, -2.67186, 3.53751], [5.98999, -3.16158, 2.06067], [7.97500, -2.27054, 3.96600], [4.11032, -0.99058, 5.13935], [6.03168, -1.25139, 6.85666], [6.76764, 0.20339, 6.05614], [7.67475, -1.31948, 6.21046], [-1.36228, 5.32274, -3.18433], [-1.52451, 4.23565, -2.15332], [-1.76730, 4.76770, -0.85355], [-3.02015, 4.70675, -0.17726], [-2.87063, 5.27716, 1.04866], [-1.55302, 5.70886, 1.11697], [-0.89970, 5.32136, 0.01919], [-1.02187, 6.39203, 2.25863], [-1.18753, 4.80199, -4.14497], [-0.44404, 5.87883, -3.06414], [-2.26440, 5.92137, -3.34452], [-0.64038, 3.61569, -2.03801], [-2.40459, 3.62752, -2.34597], [-3.95391, 4.29419, -0.58549], [-3.58017, 5.52222, 1.81794], [0.14615, 5.47119, -0.12504], [-1.47056, 7.37877, 2.39762], [0.04266, 6.51431, 2.10198], [-1.16182, 5.77591, 3.15475], [0.65868, -4.55199, 1.94289], [0.09603, -4.09301, 0.60904], [-0.16707, -5.20638, -0.29196], [0.60888, -5.67358, -1.32766], [0.02547, -6.69579, -1.96985], [-1.20476, -6.77813, -1.32151], [-1.26722, -5.86611, -0.32219], [-2.28337, -7.77113, -1.56488], [0.59383, -3.71780, 2.64422], [1.70401, -4.89665, 1.98543], [0.10407, -5.39996, 2.33107], [0.78491, -3.41435, 0.13401], [-0.79454, -3.46340, 0.71644], [1.58391, -5.27873, -1.51663], [0.22901, -7.25522, -2.85464], [-2.01762, -5.81124, 0.48073], [-1.96857, -8.32788, -2.46192], [-3.13384, -7.21769, -1.90475], [-2.43713, -8.44130, -0.70691], [0.95587, 2.11075, -7.22046], [0.27312, 1.27067, -6.17993], [1.21785, 0.69142, -5.26174], [1.43287, -0.73783, -5.27677], [2.55177, -0.94477, -4.54797], [2.95629, 0.25109, -4.05861], [2.16630, 1.21869, -4.47224], [4.16157, 0.57369, -3.18453], [0.18152, 2.63247, -7.81555], [1.60580, 1.52086, -7.86449], [1.57266, 2.81234, -6.64254], [-0.32645, 0.52572, -6.68910], [-0.43220, 1.90058, -5.66298], [0.71894, -1.37588, -5.79933], [3.09491, -1.86208, -4.45943], [2.25439, 2.26855, -4.18982], [4.06201, 0.20953, -2.17468], [4.09217, 1.67595, -3.19680], [5.07330, 0.20760, -3.63216], [-3.63187, 1.08506, -2.65868], [-3.14380, -0.14572, -2.21689], [-3.68964, 2.02319, -1.67606], [-2.83480, 1.39766, -3.88988], [-2.91168, 0.36580, -4.80607], [-3.22148, 2.45310, -4.59547], [-1.54512, 1.55314, -3.61437], [-3.83835, -1.34746, -2.53964], [-3.36049, -2.47932, -1.60137], [-3.88496, -3.37797, -1.90955], [-2.30816, -2.67405, -1.68171], [-3.57933, -2.24490, -0.55710], [-3.51382, -1.57415, -3.55226], [-4.94318, -1.18302, -2.52370], [-4.70011, 0.90209, -3.10392], [2.70788, 4.09039, 0.80354], [3.85355, 4.65774, 1.43971], [1.66569, 4.89769, 0.47199], [3.16269, 3.42498, -0.61499], [2.18742, 3.40878, -1.52969], [4.30291, 4.05096, -1.29088], [3.41418, 2.11475, -0.31530], [4.49304, 3.67884, 2.22862], [5.56758, 4.22565, 3.09219], [5.03652, 4.87367, 3.82010], [6.03174, 3.43353, 3.65385], [6.29811, 4.90779, 2.64228], [4.86669, 2.82881, 1.60445], [3.74952, 3.16324, 2.89873], [2.33148, 3.21801, 1.46979], [1.28132, -1.37852, 6.12617], [0.77242, -2.64514, 6.66215], [2.50845, -1.39451, 5.67296], [0.15746, -0.85290, 5.11901], [0.00090, -1.57138, 3.96022], [-0.96309, -0.76397, 5.82651], [0.60070, 0.36828, 4.72040], [0.75062, -2.79128, 8.12880], [0.77894, -4.29239, 8.47216], [-0.14057, -4.83406, 8.22286], [1.46548, -4.73327, 7.75275], [1.01248, -4.70653, 9.46517], [-0.11593, -2.26877, 8.59234], [1.63355, -2.30931, 8.58522], [1.13889, -0.71602, 6.99586], [5.14546, -2.85217, -0.94205], [5.11339, -1.38281, -0.60224], [5.74213, -3.63045, -0.08441], [3.66869, -3.09171, -1.28558], [3.29139, -2.26904, -2.34837], [3.41966, -4.35295, -1.65741], [2.80540, -2.78126, -0.32633], [6.43373, -0.85015, -0.44322], [6.36989, 0.61551, 0.00080], [5.72376, 1.17641, -0.65277], [5.94456, 0.66705, 1.00638], [7.36721, 1.03269, 0.02548], [7.01865, -0.96178, -1.35619], [6.98217, -1.38607, 0.30817], [5.68869, -2.82591, -1.96976], [-0.90164, -4.16438, -5.00051], [-0.41398, -3.33714, -6.13646], [-0.46522, -5.49301, -4.98688], [-0.39246, -3.51998, -3.81771], [0.94280, -3.59145, -3.62872], [-0.68735, -2.18574, -3.79523], [-0.88893, -4.01685, -2.64895], [0.19042, -3.96564, -7.24101], [0.91174, -2.85357, -8.05542], [0.18994, -2.01269, -8.03319], [1.83663, -2.60356, -7.51173], [1.06223, -3.01876, -9.11527], [-0.50135, -4.48275, -7.92258], [0.97351, -4.58478, -6.87288], [-1.95044, -4.12212, -5.04878], [-4.71969, 2.91441, 3.35733], [-3.79712, 2.63067, 4.32383], [-4.35877, 2.48435, 2.08905], [-6.09531, 2.32528, 3.70570], [-6.75069, 2.45616, 2.61362], [-6.17032, 1.09314, 4.23432], [-6.64676, 3.12456, 4.68392], [-2.68160, 3.49250, 4.19181], [-1.76153, 3.10018, 5.32949], [-1.49941, 2.04892, 5.40760], [-0.77940, 3.58325, 5.25575], [-2.11626, 3.38122, 6.32698], [-3.01985, 4.53037, 4.15821], [-2.14969, 3.29579, 3.21194], [-4.88916, 4.01026, 3.28802]],
  "forces_ev_per_angstrom": [[-0.980, 0.103, -0.221], [-1.027, 0.419, 0.051], [-0.999, -0.475, -2.095], [1.250, -0.620, -0.007], [0.261, -0.284, 0.546], [0.964, -0.783, 0.397], [0.520, -0.011, -0.805], [-0.002, 0.178, -0.050], [-0.122, 1.074, 0.577], [0.534, -1.192, -0.543], [0.240, 0.113, -0.331], [-0.421, 0.389, 0.513], [0.204, 0.682, -0.090], [0.473, 0.011, 0.291], [-0.096, 0.221, 0.875], [-0.746, 0.319, 0.457], [-0.007, -0.137, -0.626], [-0.555, 0.583, 0.076], [-0.797, -1.248, 0.779], [1.371, -1.005, 0.655], [-0.846, 0.029, -1.257], [0.222, -0.090, -0.349], [-0.142, -0.299, -0.129], [-0.810, -0.658, 0.242], [1.294, -0.055, -0.776], [-0.122, 0.984, 0.189], [1.743, 0.083, 1.622], [-0.308, 0.060, 0.024], [0.506, 0.536, 0.121], [0.135, 0.673, -0.319], [-0.978, 0.028, -0.423], [0.411, -0.181, 0.341], [0.076, 0.758, 0.891], [0.086, 0.097, 0.416], [0.170, 0.282, 0.002], [-0.096, -0.108, 0.027], [-0.611, -0.114, -0.489], [-0.638, 0.305, 0.329], [0.282, -0.883, -2.059], [-0.411, 0.869, 0.525], [0.369, -1.492, -0.945], [0.537, -0.419, -0.056], [-0.675, 1.579, 0.999], [0.938, -0.436, 1.200], [0.097, -0.119, 0.415], [0.638, 0.331, 0.436], [0.740, -0.478, -0.317], [-0.486, 0.051, 0.057], [-0.623, -0.629, -0.181], [0.585, 0.382, 0.015], [-0.423, 0.411, -0.011], [-0.085, -0.287, -0.257], [0.174, 0.431, -0.229], [-0.062, 0.266, 0.182], [-0.265, 0.317, 0.056], [0.299, -0.943, -1.483], [-0.002, -0.038, -0.373], [-1.683, 0.687, 3.822], [-0.134, 0.109, -0.193], [0.520, 0.228, -1.320], [-0.784, -0.908, -0.433], [-1.284, 0.561, -0.681], [0.849, 0.126, 0.668], [-0.240, 0.127, 0.227], [-0.031, 0.614, 0.414], [0.308, 0.125, 0.370], [0.103, -0.170, -0.462], [0.210, -0.303, -0.149], [1.088, 0.077, -0.050], [-0.028, -0.170, 0.010], [1.009, -0.112, -0.124], [-0.136, -0.216, -0.122], [0.265, -0.015, 0.015], [-0.028, 0.210, -0.170], [0.228, -0.011, 0.576], [0.737, 0.504, 0.314], [1.446, 0.768, -0.969], [2.395, 0.394, 0.128], [-1.975, 0.679, 1.281], [-1.076, -0.704, 0.951], [-2.104, -2.179, 0.001], [1.393, 0.125, -0.933], [-0.094, -0.141, 0.105], [-0.225, 0.328, -0.716], [-0.425, 0.027, 0.215], [0.348, -0.058, -0.360], [-0.191, -0.608, 0.107], [0.089, 0.338, -0.009], [0.254, -0.015, -0.301], [0.191, -0.030, -0.897], [-0.056, -0.075, 0.561], [-0.824, 0.121, 0.301], [-0.038, 0.424, -0.361], [0.206, 0.597, 0.101], [-0.832, 0.926, -0.431], [0.596, -3.166, 0.533], [-0.425, 2.210, -0.259], [-0.600, -0.835, -0.865], [2.053, 0.482, 1.487], [-1.227, 0.581, -0.846], [-1.526, 0.988, -0.887], [0.629, -0.134, 0.255], [-0.031, 0.012, -0.079], [-0.070, 0.295, -0.678], [0.146, -0.655, 0.442], [-0.178, 0.128, 0.454], [0.457, 0.008, 0.212], [0.076, -0.037, 0.439], [0.035, -0.450, -0.172], [-0.213, -0.372, 0.164], [0.754, -0.500, 0.340], [0.069, -0.073, -0.232], [-3.451, 0.484, 0.371], [0.447, -0.612, 1.356], [0.874, -0.752, -0.688], [0.398, -0.932, -1.358], [0.068, 0.260, 0.674], [-0.388, 1.010, 0.144], [1.007, 0.199, 0.212], [0.535, -0.058, -0.126], [-0.880, 0.927, -0.331], [-0.123, -0.269, 0.182], [0.437, 0.188, -0.233], [-0.224, -0.086, 0.016], [-0.406, -0.456, -0.239], [0.720, -0.150, 0.129], [1.169, 0.081, 0.406], [-2.402, 0.522, -1.723], [-0.556, -0.180, 0.037], [1.791, -0.405, 1.320], [1.250, 0.825, 1.043], [0.297, -0.046, -0.194], [-2.326, -1.858, 1.531], [0.722, 0.241, -1.117], [-0.374, -1.902, -0.478], [-0.543, 1.873, 1.014], [0.427, -0.250, -0.049], [0.387, -0.298, 0.106], [-0.041, -0.572, -0.359], [-0.024, 0.662, 0.089], [0.346, 0.529, -0.383], [0.788, 0.732, -0.865], [0.076, -0.089, 0.639], [-0.258, -0.766, 1.085], [-0.617, -0.317, -0.360], [3.130, -1.120, 1.178], [-0.545, 0.163, 0.983], [-0.901, 0.460, -1.060], [-0.916, 0.102, 0.146], [0.169, 0.315, -0.219], [-0.403, -0.809, -1.091], [-0.327, 0.557, -0.088], [0.463, -0.056, 0.138], [0.262, 1.071, -0.043], [0.194, -0.326, -0.554], [-0.051, -0.117, -0.434], [-0.110, 0.660, 0.022], [2.368, 0.236, -0.612], [0.364, 0.117, 0.245], [-1.248, 0.534, -0.007], [0.369, 0.801, -0.905], [0.234, -0.853, 0.540], [0.115, 0.071, -0.115], [-0.399, -0.131, 0.786], [-0.649, 0.326, 0.186], [-0.417, -1.050, 0.091], [-0.091, 0.435, -0.281], [0.002, 0.041, -0.026], [0.234, 0.213, -0.069], [-0.075, 0.017, -0.449], [0.171, -0.623, 0.464], [-0.732, -0.164, 0.643], [2.219, -5.157, -2.477], [-0.389, 0.700, 0.331], [-0.787, 2.585, 0.038], [1.366, 1.739, 2.308], [-0.038, 0.055, -0.533], [-0.162, 0.101, 0.272], [-0.676, 0.160, -0.479], [0.601, 0.618, -0.891], [-1.248, 0.581, 1.155], [0.577, 0.070, 0.072], [-0.244, 0.214, -0.560], [0.331, -0.609, -0.025], [-0.040, -0.149, 0.569], [0.204, -1.273, 0.113], [-1.846, 0.518, 0.057], [-0.920, 0.274, -0.022], [-0.338, 0.013, -0.767], [-0.662, -0.669, -2.160], [1.413, 0.986, 3.206], [-2.589, -0.479, -1.556], [0.302, 0.156, -0.994], [-0.034, -0.170, -0.673], [1.419, -1.238, -0.313], [1.070, 0.952, 0.831], [-0.457, -0.266, -0.501], [-0.162, 0.187, -0.256], [-0.383, 0.052, -0.293], [0.076, 0.147, 0.411], [-0.596, 0.244, 0.814], [-0.123, -0.187, 0.331]],
  "mulliken_charge": [-2.10, 1.81, -0.02, 0.52, 1.21, 1.35, 0.40, -1.04, 0.22, 0.49, 0.63, 0.14, -1.13, 0.02, -0.35, -1.03, 0.32, -0.95, -1.63, -0.22, 0.66, -0.54, -0.48, -0.45, 0.01, 0.25, -0.01, 0.48, 0.27, 0.42, 0.60, -0.84, 0.52, 0.34, 0.42, -0.11, 0.34, -0.86, 0.29, -0.30, -0.80, 0.34, -0.33, -0.92, -0.59, 1.21, -0.55, 0.10, 0.32, 0.57, 0.38, 0.75, 0.37, 0.26, 0.35, -1.73, 1.63, 0.55, -0.38, -0.64, 0.34, -0.97, -0.77, 0.35, 0.43, 0.39, -0.51, -0.69, 0.20, 0.67, 1.24, 0.31, 0.34, 0.20, -1.19, 0.71, 0.70, -0.80, -0.67, 0.20, -0.15, -0.96, 0.18, 0.25, 0.45, -0.80, 0.29, 0.87, 0.37, 0.52, 0.35, 0.38, 0.32, -1.38, 0.00, 0.75, -0.45, -0.94, 0.13, -0.15, -0.49, 0.44, 0.34, 0.30, 0.41, -0.23, 0.32, 0.74, 0.53, -0.06, 0.28, 0.32, -0.79, 0.70, -0.35, -0.01, -0.33, -0.34, 0.17, -0.38, -0.97, 0.63, -0.24, 0.23, 0.39, 0.33, -0.03, 0.64, -0.45, -0.77, 0.37, -0.19, -0.40, 0.33, 0.60, -1.50, 0.34, 0.34, 0.37, -0.08, 0.10, -0.43, -0.79, -0.26, -0.79, 0.81, -0.19, -0.34, -0.12, -0.16, -1.20, 0.28, 0.30, 0.35, 0.28, 0.30, 0.47, -0.96, 0.39, -0.86, 0.86, 0.27, -0.33, 0.11, -0.96, -0.61, -0.06, 0.03, 0.48, 0.37, 0.46, 0.10, -0.34, -0.09, -0.94, 0.57, -0.32, 0.12, -0.13, -0.48, -0.82, 0.11, 0.16, 0.45, 0.29, 0.33, 0.27, 0.19, -0.40, 0.10, 0.82, -0.21, -0.28, -0.32, 0.75, -1.46, 0.16, 0.36, 0.45, 0.62, -0.48, -0.01],
  "spin_multiplicity": 1,
  "homo_energy_ha": -0.2580,
  "orbital_gap_ev": 7.21,
  "e_tot_ha": -5594.4018
}